Entry 1:
Density functional theory data (the ωB97M-V functional and the def2-TZVPD basis) for C7H16InO3 as an isolated structure in a non-equilibrium geometry.

Calculated values
Electronic energy, Eh: -692.11272
Net charge: -1
ΔE to the lowest compared entry with this formula, charge and spin, eV: 0.000

```
27
C7H16InO3 the ωB97M-V functional and the def2-TZVPD basis
C -1.83 2.66 -0.73
C -1.66 1.30 0.16
C -2.26 0.03 -0.61
O -1.53 -1.19 -0.45
In -0.88 -1.55 1.51
C 1.40 -1.73 1.37
C 2.04 -0.31 1.03
C 2.00 0.09 -0.51
C 2.29 -1.11 -1.51
O 3.33 -1.77 -1.35
O 1.38 -1.41 -2.57
H -2.38 3.45 -0.11
H -0.78 3.10 -0.90
H -2.29 2.47 -1.74
H -2.29 1.48 1.09
H -0.56 1.24 0.41
H -2.25 0.26 -1.74
H -3.36 -0.13 -0.34
H -1.16 -0.12 2.60
H -1.61 -2.99 2.31
H 1.74 -2.04 2.43
H 1.69 -2.56 0.66
H 3.11 -0.26 1.42
H 1.41 0.47 1.59
H 2.83 0.87 -0.68
H 1.03 0.59 -0.85
H 0.59 -0.83 -2.49
```

Entry 2:
Density functional theory data (the ωB97M-V functional and the def2-TZVPD basis) for a 2-piece molecular cluster, CH6NS overall.

Calculated values
Electronic energy, Eh: -494.66219
Net charge: -1
ΔE to the lowest compared entry with this formula, charge and spin, eV: 0.064

```
9
CH6NS the ωB97M-V functional and the def2-TZVPD basis
N -2.50 -0.53 0.24
H -1.59 -0.70 -0.20
H -2.23 -0.33 1.20
H -2.86 0.34 -0.13
C 1.00 1.25 -0.49
S 1.01 -0.50 0.10
H 1.47 1.29 -1.47
H -0.03 1.64 -0.59
H 1.56 1.85 0.23
```

no.,frontier orbital gap (eV)
1,7.532
2,6.805